C9H16ClNO3P | ωB97M-V/def2-TZVPD

Cartesian coordinates (Å):
1 C -2.34 3.28 0.64
2 C -2.75 2.15 1.55
3 O -3.79 1.67 1.41
4 O -1.92 1.73 2.54
5 C -1.05 0.64 2.23
6 C -1.21 0.01 0.86
7 C -0.24 -1.20 0.73
8 C 0.32 -1.23 -0.68
9 C 0.43 -2.58 -1.42
10 N 1.16 -2.08 -2.63
11 C 1.77 -1.00 -2.44
12 C 1.77 -0.80 -0.93
13 P 2.35 0.85 -0.24
14 O 3.29 0.34 1.00
15 Cl 3.60 1.61 -1.72
16 H -1.49 3.82 1.04
17 H -2.05 2.86 -0.31
18 H -3.19 3.92 0.51
19 H -1.10 -0.13 2.99
20 H -0.03 1.03 2.28
21 H -2.21 -0.38 0.68
22 H -0.92 0.71 0.10
23 H 0.54 -1.14 1.48
24 H -0.81 -2.11 0.87
25 H -0.22 -0.63 -1.41
26 H 1.20 -3.20 -0.94
27 H -0.49 -3.07 -1.66
28 H 1.04 -2.57 -3.52
29 H 2.23 -0.40 -3.20
30 H 2.55 -1.52 -0.64
31 H 3.55 -0.58 0.84

Summary:
Kohn-Sham gap = 7.7422 eV
2S+1 = 1
E_LUMO = -4.823 eV
SMILES string = CC(=O)OCCC[C@@H]1C[NH+]=C[C@H]1P(O)Cl
E = -39029.096 eV
Net charge = +1

The net atomic charges from natural (NBO), expressed in e, are: C -0.73; C 0.81; O -0.52; O -0.54; C -0.05; C -0.43; C -0.41; C -0.19; C -0.22; N -0.40; C 0.30; C -0.63; P 1.14; O -0.93; Cl -0.30; H 0.23; H 0.23; H 0.25; H 0.19; H 0.18; H 0.24; H 0.20; H 0.22; H 0.23; H 0.22; H 0.23; H 0.25; H 0.45; H 0.27; H 0.24; H 0.49